Record 1
Molecular formula: C6H9F
Method: DFT, ωB97M-V with the def2-TZVPD basis set

XYZ file:
```
16
Properties=species:S:1:pos:R:3:lowdin_charge:R:1
C -0.9525 -0.0659 -2.0781 0.050
C 0.1000 -0.3885 -1.2657 -0.168
C -1.0498 0.2062 1.0666 -0.005
C -0.2059 -1.0564 1.2018 -0.248
C 0.2032 -0.0605 0.1426 -0.426
C 1.4460 0.8837 0.3761 -0.011
F 0.5486 -1.2114 2.3574 -0.012
H -1.0725 -0.1973 -3.1461 0.048
H -1.7260 0.5434 -1.5270 0.071
H 0.9305 -0.9313 -1.6151 0.092
H -2.0769 0.0987 0.8818 0.083
H -0.6656 0.8994 1.7671 0.090
H -0.6484 -2.0671 0.7532 0.186
H 1.8665 0.7954 -0.6526 0.072
H 2.1489 0.5634 1.1315 0.063
H 1.1540 1.9882 0.6065 0.114
```

As for the frontier orbital gap: 0.389 hartree. Its SMILES is C=C[C@@]1(C)C[C@@H]1F. The value obtained for the energy above the lowest of the compared OMol25 structures with the same formula, charge and spin is 42.9 kcal/mol. The calculation puts the largest force on an atom at 3.59 eV Å⁻¹. The net charge is 0.



Record 2
Molecular formula: C6H8N3OP
Method: DFT, ωB97M-V with the def2-TZVPD basis set

XYZ file:
```
19
Properties=species:S:1:pos:R:3:lowdin_charge:R:1
C 2.7787 -0.0853 -0.4735 -0.094
C 2.3704 -1.2595 0.1267 -0.080
C 2.0048 1.1128 -0.4325 -0.013
C 1.0458 -1.3053 0.6422 0.009
C 0.6997 0.9852 0.0452 -0.181
C 0.1705 -0.2481 0.5203 -0.187
N -0.4081 1.8481 0.0236 0.065
N -1.4220 1.1737 0.7164 -0.073
N -1.1670 -0.0666 0.9699 0.038
O -2.0119 -1.1170 -0.2166 -0.582
P -3.3634 -0.4584 -0.6202 0.677
H 3.9023 -0.1190 -0.5960 0.123
H 2.9994 -2.1216 0.0468 0.095
H 2.3689 1.9613 -0.9628 0.093
H 0.5815 -2.1002 1.1195 0.096
H -0.3177 2.8934 0.2084 0.183
H -2.3495 1.3787 0.4163 0.038
H -4.0757 -1.3192 0.2412 -0.102
H -3.8068 -1.1530 -1.7749 -0.108
```

As for the frontier orbital gap (alpha / beta): 0.290 / 0.290 hartree. The value obtained for the energy above the lowest of the compared OMol25 structures with the same formula, charge and spin is 106.2 kcal/mol. The calculation puts the largest force on an atom at 2.88 eV Å⁻¹. The net charge is 0.



Record 3
Molecular formula: C36H38N4O2PPdS2
Method: DFT, ωB97M-V with the def2-TZVPD basis set

XYZ file:
```
84
Properties=species:S:1:pos:R:3:lowdin_charge:R:1
Pd 0.0225 0.0922 -0.0295 0.955
C 5.8241 4.2750 -0.3537 -0.040
C 4.8284 3.1652 -0.1664 -0.256
C 5.2024 1.8862 0.1624 0.024
C 4.2654 0.8637 0.4343 -0.114
C 4.8074 -0.3753 0.8711 0.018
N 4.3299 -1.2071 1.7654 0.099
C 3.3553 -0.8963 2.8329 -0.107
C 1.9824 -1.5083 2.7092 -0.192
C 1.7312 -2.9809 2.9372 -0.118
N 2.0052 -3.9141 1.8208 0.096
C 1.1047 -4.5162 1.0826 0.021
C -0.2497 -4.1320 0.8686 -0.116
C -1.2094 -5.1667 0.8784 0.028
C -2.5579 -4.9242 0.7784 -0.252
C -3.5847 -6.0126 0.9134 -0.039
C -2.9363 -3.5967 0.5508 0.046
C -2.0350 -2.5553 0.4107 -0.112
C -2.5755 -1.2742 0.0160 -0.058
N -1.9732 -0.1774 -0.2609 -0.073
C -2.8392 0.9156 -0.7225 -0.195
C -2.3872 2.2776 -0.2404 -0.190
C -1.1473 2.7673 -0.9586 -0.195
N 0.0714 2.0667 -0.5319 -0.082
C 1.1300 2.7846 -0.4854 -0.071
C 2.4921 2.4066 -0.1721 -0.102
C 3.4543 3.3915 -0.3111 0.042
C 2.8652 1.0747 0.1879 -0.279
O 2.0503 0.0999 0.2173 -0.141
C -0.6366 -2.7850 0.5627 -0.283
O 0.2461 -1.8927 0.3494 -0.147
H 6.8194 3.8787 -0.5465 0.081
H 5.8825 4.9034 0.5362 0.089
H 5.5484 4.9149 -1.1912 0.084
H 6.2570 1.6583 0.2746 0.129
H 5.7683 -0.6669 0.4543 0.151
H 4.8818 -2.0408 1.9113 0.155
H 3.2338 0.1878 2.8319 0.132
H 3.8550 -1.1729 3.7660 0.132
H 1.5716 -1.2381 1.7513 0.052
H 1.3658 -1.0051 3.4519 0.040
H 0.6661 -3.0768 3.1605 0.082
H 2.2878 -3.3837 3.7884 0.136
H 2.9230 -4.3370 1.8090 0.152
H 1.4412 -5.4443 0.6256 0.152
H -0.8676 -6.1843 1.0341 0.129
H -3.1351 -6.9941 0.7741 0.080
H -4.3807 -5.8984 0.1782 0.083
H -4.0435 -5.9931 1.9029 0.090
H -3.9921 -3.3737 0.4385 0.134
H -3.6619 -1.2722 -0.0844 0.137
H -3.8564 0.7224 -0.3753 0.121
H -2.8489 0.8917 -1.8178 0.130
H -2.2135 2.2561 0.8384 0.059
H -3.1923 2.9870 -0.4381 0.125
H -1.0143 3.8367 -0.7804 0.121
H -1.2563 2.6172 -2.0380 0.130
H 1.0187 3.8391 -0.7428 0.135
H 3.1231 4.3875 -0.5864 0.132
S -1.5422 -1.6291 4.2528 0.190
P -0.7752 0.1995 4.3164 0.044
S -0.4485 1.1078 2.5513 0.254
C -1.8021 1.2741 5.3691 -0.385
C -2.4879 2.3644 4.8533 -0.110
C -3.2967 3.1328 5.6801 -0.084
C -3.4162 2.8178 7.0239 -0.086
C -2.7277 1.7292 7.5452 -0.079
C -1.9267 0.9587 6.7207 -0.094
C 0.8254 0.1813 5.2188 -0.414
C 1.6483 1.3061 5.1836 -0.105
C 2.8746 1.2956 5.8275 -0.085
C 3.2945 0.1601 6.5113 -0.096
C 2.4768 -0.9584 6.5578 -0.086
C 1.2442 -0.9466 5.9139 -0.131
H -2.3743 2.6096 3.8054 0.056
H -3.8298 3.9821 5.2750 0.101
H -4.0442 3.4189 7.6677 0.103
H -2.8199 1.4808 8.5935 0.104
H -1.4017 0.1018 7.1246 0.103
H 1.3228 2.1830 4.6374 0.090
H 3.5039 2.1752 5.8027 0.103
H 4.2501 0.1558 7.0187 0.102
H 2.7899 -1.8363 7.1074 0.103
H 0.5923 -1.8113 5.9445 0.067
```

As for the frontier orbital gap: 0.204 hartree. The value obtained for the energy above the lowest of the compared OMol25 structures with the same formula, charge and spin is 0.0 kcal/mol. The calculation puts the largest force on an atom at 0.62 eV Å⁻¹. The net charge is +1.



Record 4
Molecular formula: C17H20AuN5O3S3
Method: DFT, ωB97M-V with the def2-TZVPD basis set

XYZ file:
```
49
Properties=species:S:1:pos:R:3:lowdin_charge:R:1
Au -0.3097 -0.5496 -0.6011 0.907
C 2.5344 2.5868 -1.1753 0.019
C 1.6670 1.3833 -1.2259 -0.221
N 0.7198 1.1626 -0.3780 -0.141
N 0.4417 2.0281 0.6364 0.032
C -0.5503 1.6592 1.3877 -0.771
N -0.9344 2.4342 2.4037 0.123
S -1.4756 0.1455 1.2113 0.676
C 1.8605 0.3380 -2.2523 -0.209
C 2.8645 0.3904 -3.1923 0.038
C 3.0053 -0.6618 -4.0932 0.019
C 2.1409 -1.7347 -4.0231 0.009
C 1.1497 -1.7329 -3.0539 -0.092
N 1.0099 -0.7192 -2.2074 -0.050
H 2.2065 3.2670 -0.3980 0.083
H 2.5154 3.0988 -2.1387 0.111
H 3.5648 2.2812 -0.9787 0.115
H 2.5534 0.5467 3.0432 0.136
H -0.5169 3.3452 2.5127 0.131
H -1.7447 2.2134 2.9569 0.109
H 3.5398 1.2328 -3.2191 0.132
H 3.7922 -0.6374 -4.8347 0.136
H 2.2231 -2.5741 -4.6980 0.133
H 0.4623 -2.5604 -2.9458 0.103
O 1.4059 -2.9162 0.0266 -0.363
S 2.7012 -2.3170 0.2756 0.668
O 3.4797 -1.9632 -0.8728 -0.260
N 2.4601 -0.9713 1.2157 0.003
C 3.0152 -1.1545 2.3656 -0.385
O 2.9934 -0.2617 3.3275 0.180
C 3.7076 -2.4335 2.6061 -0.137
C 4.3792 -2.8759 3.7298 0.031
C 4.9546 -4.1418 3.6748 -0.020
C 4.8581 -4.9289 2.5320 -0.022
C 4.1811 -4.4816 1.3986 -0.004
C 3.6161 -3.2295 1.4736 -0.214
H 4.4582 -2.2586 4.6140 0.134
H 5.4904 -4.5207 4.5341 0.124
H 5.3205 -5.9065 2.5213 0.124
H 4.1110 -5.0903 0.5079 0.132
C -1.6323 -3.3334 0.6837 -0.309
S -1.5247 -2.5211 -0.9197 0.792
C -3.2308 -2.0049 -1.1814 -0.315
H -2.1947 -4.2531 0.5300 0.072
H -2.1325 -2.6930 1.4058 0.039
H -0.6142 -3.5583 0.9876 0.034
H -3.5933 -1.4144 -0.3437 0.042
H -3.8208 -2.9128 -1.2979 0.069
H -3.2688 -1.4284 -2.1029 0.060
```

As for the frontier orbital gap: 0.269 hartree. The value obtained for the energy above the lowest of the compared OMol25 structures with the same formula, charge and spin is 0.3 kcal/mol. The calculation puts the largest force on an atom at 0.41 eV Å⁻¹. The net charge is +2.



Record 5
Molecular formula: C21H25F9O19Si
Method: DFT, ωB97M-V with the def2-TZVPD basis set

XYZ file:
```
75
Properties=species:S:1:pos:R:3:lowdin_charge:R:1
O 0.8263 3.3407 0.2298 -0.010
C 0.0218 2.4590 -0.5220 -0.341
C -1.3971 2.3714 0.0197 -0.297
Si -2.6851 1.3293 -0.9165 0.716
C 0.6998 1.0786 -0.6283 -0.585
F 0.6042 0.5761 -1.8653 0.133
F 0.1642 0.1639 0.2056 0.126
F 2.0077 1.1362 -0.3310 0.117
H 0.6886 3.1741 1.1698 0.112
H 0.0260 2.8718 -1.5322 0.162
H -1.7739 3.3969 0.0295 0.082
H -1.3666 2.0300 1.0580 0.082
H -3.5311 2.2139 -1.7422 -0.068
H -3.5295 0.6429 0.0692 -0.069
H -2.0046 0.3362 -1.7711 -0.062
C 3.5094 -1.7532 0.4131 -0.037
C 5.0281 -1.8079 0.4154 -0.291
O 5.3206 -1.8823 1.7955 0.141
C 4.2561 -2.4457 2.4269 -0.552
O 4.2819 -2.8850 3.5292 0.173
O 3.1846 -2.4681 1.6081 0.076
F 5.5652 -0.6651 -0.0943 0.065
H 3.1800 -0.7176 0.5107 0.119
H 3.0373 -2.2238 -0.4432 0.148
H 5.4764 -2.6646 -0.0885 0.166
C 4.6196 2.0966 -1.1538 -0.055
C 5.3058 3.0903 -0.2350 -0.302
O 5.1144 4.3174 -0.9161 0.138
C 4.0089 4.2014 -1.6976 -0.550
O 3.4331 5.1105 -2.1966 0.170
O 3.6358 2.9115 -1.7925 0.068
F 6.6284 2.8503 -0.0978 0.083
H 5.3245 1.7213 -1.8974 0.150
H 4.1414 1.2759 -0.6396 0.097
H 4.8610 3.1765 0.7580 0.176
C 3.1584 -6.7914 2.5768 -0.042
C 4.3937 -6.5400 3.4223 -0.308
O 5.3977 -6.3596 2.4387 0.140
C 4.8044 -5.9088 1.3061 -0.556
O 5.3732 -5.4137 0.3884 0.169
O 3.4654 -6.0678 1.3834 0.069
F 4.7125 -7.5977 4.2021 0.079
H 3.0703 -7.8553 2.3508 0.144
H 2.2373 -6.4143 3.0090 0.141
H 4.3454 -5.6417 4.0400 0.165
C -5.9168 -2.8692 1.4123 -0.052
C -5.0664 -2.0261 2.3428 -0.310
O -4.9610 -0.8092 1.6327 0.098
C -6.0406 -0.6954 0.8050 -0.562
O -6.3562 0.2981 0.2447 0.170
O -6.6937 -1.8749 0.7390 0.065
F -3.8276 -2.5426 2.5280 0.074
H -5.2906 -3.3927 0.6881 0.121
H -6.5786 -3.5662 1.9172 0.141
H -5.5043 -1.8281 3.3229 0.171
C 1.7862 7.7720 -0.6441 -0.046
C 1.2769 6.5581 0.1075 -0.327
O 0.2970 7.1164 0.9598 0.129
C -0.1597 8.2700 0.3940 -0.552
O -1.1220 8.8599 0.7503 0.181
O 0.6399 8.6267 -0.6370 0.073
F 2.2394 5.9689 0.8596 0.070
H 2.5979 8.2458 -0.0896 0.146
H 2.0995 7.5559 -1.6601 0.133
H 0.8144 5.7940 -0.5189 0.156
C -8.1304 -3.4781 -3.7515 -0.044
C -7.4663 -2.1236 -3.9272 -0.311
O -6.6361 -2.0454 -2.7851 0.139
C -6.3598 -3.3039 -2.3625 -0.539
O -5.5319 -3.5780 -1.5587 0.170
O -7.1522 -4.1963 -2.9957 0.077
F -8.3535 -1.1058 -3.9097 0.084
H -9.0404 -3.3693 -3.1593 0.146
H -8.3390 -4.0007 -4.6793 0.139
H -6.8457 -2.0295 -4.8202 0.173
```

As for the frontier orbital gap: 0.424 hartree. Its SMILES is O[C@H](C[SiH3])C(F)(F)F.O=C1OC[C@@H](F)O1.O=C1OC[C@@H](F)O1.O=C1OC[C@@H](F)O1.O=C1OC[C@@H](F)O1.O=C1OC[C@@H](F)O1.O=C1OC[C@@H](F)O1. The calculation puts the largest force on an atom at 0.26 eV Å⁻¹. The net charge is 0.